[1]
The following is a DFT calculation (the ωB97M-V functional and the def2-TZVPD basis) of an isolated ion of composition C28H39N2O4 and charge +1.

The geometry in XYZ format:
```
73
Properties=species:S:1:pos:R:3:lowdin_charge:R:1
C 10.5403 1.0159 -0.2305 -0.1179
C 9.3467 0.3475 -0.9008 -0.2800
C 8.2473 0.0080 0.1029 -0.2398
C 7.0464 -0.6560 -0.5657 -0.2313
C 5.9410 -0.9899 0.4334 -0.2279
C 4.7357 -1.6336 -0.2474 -0.2280
C 3.6133 -1.9500 0.7386 -0.2214
C 2.3981 -2.5479 0.0341 -0.2135
C 1.2480 -2.8248 1.0015 -0.1681
C -0.0166 -3.2620 0.2688 -0.1318
O -0.4428 -2.2344 -0.6482 0.0273
C -1.1507 -1.2436 -0.1773 -0.4682
O -1.5830 -1.1024 0.9360 0.1431
C -1.4071 -0.1795 -1.2727 0.0244
N -1.7101 1.0651 -0.6261 0.0593
C -2.8118 1.3279 0.0921 -0.1127
C -4.0381 0.4826 0.1624 -0.0967
O -5.1136 1.2673 -0.2975 -0.0501
C -6.3642 0.6760 -0.3791 -0.2495
C -7.3694 1.4851 -0.9018 -0.0189
C -8.6462 0.9771 -1.0184 -0.0623
C -8.9423 -0.3183 -0.6269 -0.0199
C -7.9369 -1.1229 -0.1042 -0.2695
O -8.0917 -2.4005 0.3131 -0.0737
C -9.3702 -2.9927 0.2276 -0.0727
C -6.6382 -0.6154 0.0206 0.0583
N -2.6869 2.5012 0.7139 0.0302
C -3.6635 3.1248 1.5683 0.0442
C -1.4387 3.0146 0.4304 -0.1175
C -0.7983 4.1792 0.8363 0.0179
C 0.4852 4.3813 0.3725 -0.0514
C 1.1170 3.4591 -0.4657 -0.0518
C 0.4890 2.3006 -0.8760 0.0168
C -0.8047 2.0890 -0.4168 -0.1105
H 11.3099 1.2472 -0.9627 0.0679
H 10.9704 0.3608 0.5237 0.0712
H 10.2380 1.9421 0.2537 0.0700
H 9.6755 -0.5680 -1.3976 0.1083
H 8.9421 1.0121 -1.6680 0.1069
H 7.9225 0.9231 0.6045 0.1145
H 8.6509 -0.6606 0.8666 0.1164
H 6.6488 0.0112 -1.3350 0.1142
H 7.3718 -1.5726 -1.0625 0.1170
H 6.3330 -1.6692 1.1929 0.1179
H 5.6248 -0.0753 0.9415 0.1146
H 5.0510 -2.5542 -0.7426 0.1186
H 4.3583 -0.9582 -1.0200 0.1124
H 3.9781 -2.6505 1.4917 0.1204
H 3.3188 -1.0333 1.2566 0.1156
H 2.6859 -3.4777 -0.4596 0.1233
H 2.0591 -1.8561 -0.7414 0.1082
H 1.0262 -1.9264 1.5827 0.1174
H 1.5272 -3.6134 1.7001 0.1283
H -0.8257 -3.4666 0.9749 0.1301
H 0.1696 -4.1336 -0.3594 0.1369
H -2.2360 -0.5081 -1.9054 0.1526
H -0.5202 -0.0689 -1.8958 0.1400
H -4.1922 0.1671 1.2063 0.1599
H -3.9193 -0.4190 -0.4488 0.1366
H -7.1311 2.4900 -1.2082 0.1162
H -9.4294 1.5987 -1.4232 0.1139
H -9.9494 -0.6849 -0.7329 0.1065
H -9.2512 -4.0023 0.6163 0.0966
H -10.1013 -2.4538 0.8365 0.0991
H -9.7190 -3.0417 -0.8078 0.0989
H -5.8935 -1.2734 0.4378 0.1203
H -4.6643 2.8401 1.2510 0.1008
H -3.5074 2.8209 2.6052 0.1193
H -3.5623 4.2057 1.4966 0.1066
H -1.2751 4.8919 1.4885 0.1181
H 1.0184 5.2714 0.6658 0.1162
H 2.1230 3.6587 -0.7982 0.1158
H 0.9909 1.5983 -1.5211 0.1160
```

HOMO level = -10.78 eV
Lowest unoccupied orbital energy = -2.91 eV
Molecular weight = 467.630 g mol⁻¹
Total charge = +1
Relative energy (zero: lowest compared OMol25 entry of this formula, charge and spin) = 0.159 eV

***

[2]
The following is a DFT calculation (the ωB97M-V functional and the def2-TZVPD basis) of one molecule with the formula C28H39N5O3.

The geometry in XYZ format:
```
75
Properties=species:S:1:pos:R:3:lowdin_charge:R:1
C 0.0243 0.2684 6.2414 -0.1062
C 0.5234 0.8430 4.9218 -0.2299
C -0.2358 0.2342 3.7348 -0.1703
N 0.0690 0.8760 2.4753 -0.0422
C 1.2212 0.3929 1.7283 -0.1571
C 2.5136 1.1693 1.9850 -0.2296
C 3.6382 0.6337 1.1088 -0.1020
C -0.5374 1.9881 1.9939 -0.4053
O -0.0550 2.6040 1.0583 0.0695
C -1.8601 2.4117 2.6411 -0.2038
C -2.3019 3.7905 2.1349 -0.1104
C -2.5476 3.7987 0.6122 -0.1452
N -2.8142 2.4603 0.1231 -0.0521
C -1.9472 1.8756 -0.7458 -0.1916
C -1.3464 2.5825 -1.7764 0.0345
C -0.4231 1.9594 -2.6258 -0.3224
C 0.2386 2.7376 -3.7192 -0.0279
N -0.0997 0.6918 -2.5094 0.1647
C -0.6998 -0.0088 -1.5522 -0.1972
C -0.5505 -1.3468 -1.1596 -0.0725
C 0.3230 -2.3261 -1.7836 -0.1629
C 0.8037 -3.4465 -1.1145 -0.0370
C 1.6154 -4.3454 -1.7746 -0.0018
C 1.9934 -4.1696 -3.1020 -0.1994
O 2.7996 -5.1637 -3.5877 -0.0753
C 3.1334 -5.2265 -4.9536 -0.0840
C 1.5434 -3.0196 -3.7754 -0.1768
O 1.9490 -2.8164 -5.0768 -0.1175
C 1.5440 -1.6372 -5.7236 -0.0813
C 0.7139 -2.1336 -3.1085 0.0373
C -1.4408 -1.4915 -0.0800 -0.2665
C -1.7642 -2.7002 0.7261 -0.0237
N -2.0812 -0.3594 0.1884 0.1104
N -1.6387 0.5499 -0.6863 0.0436
C -3.6718 1.7197 1.0162 -0.1438
C -2.9766 1.3909 2.3474 -0.1304
H 0.5770 0.6945 7.0747 0.0706
H 0.1540 -0.8113 6.2600 0.0738
H -1.0320 0.4881 6.3823 0.0715
H 1.5899 0.6409 4.8204 0.0971
H 0.3894 1.9269 4.9147 0.1111
H -1.3048 0.2921 3.9382 0.1062
H 0.0225 -0.8248 3.6454 0.1275
H 0.9822 0.4795 0.6643 0.1168
H 1.3617 -0.6642 1.9641 0.1270
H 2.3341 2.2197 1.7544 0.1068
H 2.7983 1.0930 3.0360 0.0939
H 3.3707 0.7188 0.0584 0.0750
H 3.8296 -0.4150 1.3277 0.0722
H 4.5539 1.1944 1.2797 0.0688
H -1.7029 2.4841 3.7212 0.1368
H -1.5372 4.5304 2.3717 0.1203
H -3.2154 4.0648 2.6667 0.1160
H -3.4013 4.4464 0.3757 0.1253
H -1.6606 4.1810 0.1132 0.1059
H -1.5772 3.6239 -1.9191 0.1165
H -0.5085 3.1632 -4.3871 0.0814
H 0.8194 3.5545 -3.2948 0.0831
H 0.8984 2.0858 -4.2841 0.0695
H 0.5665 -3.6161 -0.0779 0.0954
H 1.9904 -5.2223 -1.2698 0.1186
H 2.2436 -5.2485 -5.5871 0.0954
H 3.7684 -4.3911 -5.2567 0.0911
H 3.6835 -6.1611 -5.0694 0.0912
H 0.4567 -1.5953 -5.8470 0.0982
H 2.0162 -1.6690 -6.7053 0.0939
H 1.8805 -0.7459 -5.1851 0.0944
H 0.3578 -1.2462 -3.6018 0.0849
H -1.8263 -3.5777 0.0864 0.0827
H -2.7158 -2.5475 1.2302 0.0776
H -1.0002 -2.8760 1.4837 0.0733
H -4.5496 2.3514 1.1897 0.1262
H -3.9934 0.7999 0.5307 0.1145
H -2.5618 0.3879 2.2606 0.0787
H -3.7127 1.4040 3.1535 0.1175
```

HOMO level = -6.86 eV
Lowest unoccupied orbital energy = 0.68 eV
Molecular weight = 493.652 g mol⁻¹
Relative energy (zero: lowest compared OMol25 entry of this formula, charge and spin) = 0.013 eV

***

[3]
The following is a DFT calculation (the ωB97M-V functional and the def2-TZVPD basis) of C28H39N7O7P2Rb as an isolated structure in a non-equilibrium geometry.

The geometry in XYZ format:
```
84
Properties=species:S:1:pos:R:3:lowdin_charge:R:1
Rb -0.9074 0.1123 0.6380 1.0171
C -0.2218 -4.4224 -1.2088 -0.0571
C -0.6039 -3.3385 -0.3830 -0.1659
N 0.2338 -2.6324 0.3199 0.0521
C 1.5638 -2.9258 0.2730 -0.1702
C 2.0472 -3.9787 -0.5265 -0.1862
C 1.1008 -4.7337 -1.2654 -0.0347
C 3.4401 -4.2320 -0.6085 -0.0781
C 4.2890 -3.4310 0.1020 -0.1055
C 3.8175 -2.3822 0.9133 -0.0753
C 2.4649 -2.0805 1.0377 -0.2665
N 1.9304 -1.0142 1.7085 0.0592
C 2.4324 -0.6612 2.9038 -0.2378
C 3.3693 -1.3826 3.6653 -0.0568
C 3.8491 -0.9467 4.9040 -0.1198
C 3.4206 0.2101 5.4909 -0.0979
C 2.4011 0.9418 4.8316 -0.1813
C 1.8128 2.0693 5.4489 -0.0423
C 0.7411 2.6826 4.8778 -0.0677
C 0.2693 2.1751 3.6500 -0.1636
N 0.8353 1.1827 3.0044 0.0817
C 1.8962 0.5364 3.5720 -0.1447
H -0.9659 -4.9555 -1.7844 0.0985
H -1.6485 -3.0399 -0.3461 0.1063
H 1.4577 -5.5442 -1.8926 0.1098
H 3.8010 -5.0390 -1.2345 0.0962
H 5.3596 -3.5943 0.0392 0.0959
H 4.5362 -1.7620 1.4325 0.1057
H 3.7400 -2.3201 3.2787 0.0852
H 4.5842 -1.5637 5.4115 0.0942
H 3.7865 0.5446 6.4531 0.0899
H 2.2027 2.3917 6.4090 0.1065
H 0.2268 3.5052 5.3580 0.0953
H -0.6567 2.5692 3.2400 0.0762
N 3.1162 -0.1359 -1.4465 0.0285
C 2.4444 -0.2414 -2.7340 -0.2801
C 1.5665 -1.4704 -2.9445 -0.1999
C 0.7299 -1.3531 -4.2153 -0.2070
C -0.5509 -0.5590 -3.9752 -0.2839
N -1.5136 -1.3271 -3.1867 0.0241
H 3.6510 -0.9770 -1.2574 0.0528
H 2.4364 -0.0815 -0.6901 0.0458
H 3.2051 -0.2052 -3.5239 0.1103
H 1.8363 0.6569 -2.8795 0.0792
H 0.8836 -1.5858 -2.0971 0.0945
H 2.1952 -2.3654 -2.9528 0.1082
H 0.4591 -2.3434 -4.5936 0.1032
H 1.3191 -0.8738 -5.0079 0.1029
H -0.9697 -0.2184 -4.9314 0.1051
H -0.3220 0.3476 -3.4069 0.0961
H -2.1682 -1.7998 -3.7962 0.0667
H -2.0446 -0.6941 -2.5951 0.0287
O -3.7580 0.1900 0.7120 -0.2475
P -3.6839 1.6980 1.3511 0.1803
O -4.9200 2.0544 2.0607 -0.3040
O -2.3264 1.8515 1.9712 -0.4659
O -3.6260 2.5762 -0.0879 -0.2945
P -3.1507 2.1560 -1.5648 0.1627
O -4.4753 1.5549 -2.2527 -0.1226
O -2.6383 3.3590 -2.2713 -0.3125
O -2.2224 0.9620 -1.3767 -0.5051
H -3.2314 0.2430 -0.1174 -0.0481
H -5.1908 2.2033 -2.2669 0.0770
C 2.3649 4.1517 0.0432 -0.0502
C 2.0596 2.6644 -0.2460 -0.1354
N 0.7251 2.5254 -0.8096 -0.1337
C 0.6260 3.1867 -2.1006 -0.1313
C 0.9907 4.6841 -1.9558 -0.0467
N 1.2051 4.9570 -0.4865 -0.0950
C -0.0419 4.6088 0.2853 -0.0308
C -0.2673 3.1026 0.0980 -0.1985
H 3.2566 4.5241 -0.4621 0.1260
H 2.4264 4.3783 1.1071 0.1306
H 2.1094 2.0905 0.6808 0.1194
H 2.7876 2.2423 -0.9381 0.1051
H -0.3998 3.0931 -2.4624 0.1019
H 1.3145 2.7101 -2.7981 0.1129
H 0.1872 5.3465 -2.2756 0.1324
H 1.9231 4.9638 -2.4478 0.1254
H 1.4036 5.9443 -0.3615 0.1761
H -0.8499 5.2014 -0.1433 0.1397
H 0.1388 4.9081 1.3181 0.1334
H -1.2563 2.9676 -0.3151 0.0626
H -0.2355 2.5896 1.0466 0.0427
```

HOMO level = -3.61 eV
Lowest unoccupied orbital energy = 1.19 eV
Molecular weight = 733.078 g mol⁻¹
Total charge = -1
Relative energy (zero: lowest compared OMol25 entry of this formula, charge and spin) = 1.900 eV

***

[4]
The following is a DFT calculation (the ωB97M-V functional and the def2-TZVPD basis) of C28H40AsCaClN5O5S2 as an isolated structure.

The geometry in XYZ format:
```
83
Properties=species:S:1:pos:R:3:lowdin_charge:R:1
Ca -1.2313 -0.6892 0.7117 1.2020
O -4.6269 1.1837 2.0862 -0.3538
S -3.4930 0.2818 2.0180 0.2086
O -3.3488 -0.6088 3.1783 -0.3790
O -2.1882 1.0487 1.8739 -0.5559
O -3.5327 -0.5589 0.7562 -0.5584
C 6.4964 -0.1624 1.1443 -0.0702
C 6.0813 1.1462 1.8029 -0.2080
N 4.6432 1.2198 2.0416 -0.0550
C 3.8750 2.1394 1.2069 -0.1977
C 3.8162 1.7335 -0.2551 -0.0684
C 4.1626 0.5429 3.1130 -0.4232
O 4.9015 -0.0339 3.9032 0.0543
C 2.6788 0.4921 3.3167 -0.1256
C 2.1397 0.8538 4.5435 -0.0010
C 0.7728 0.7486 4.7308 -0.0305
C -0.0110 0.2485 3.7010 -0.1352
N 0.5128 -0.1523 2.5370 0.0150
C 1.8218 -0.0112 2.3476 -0.0692
H 7.5712 -0.1667 0.9535 0.0712
H 5.9745 -0.3049 0.1973 0.0669
H 6.2608 -0.9984 1.8014 0.0726
H 6.3468 1.9953 1.1711 0.1132
H 6.5961 1.2574 2.7580 0.1154
H 4.3395 3.1280 1.2980 0.1187
H 2.8706 2.2269 1.6146 0.1154
H 4.8122 1.7126 -0.7027 0.0727
H 3.2110 2.4471 -0.8132 0.0779
H 3.3593 0.7519 -0.3872 0.0542
H 2.7931 1.2144 5.3281 0.1214
H 0.3075 1.0482 5.6597 0.1072
H -1.0901 0.1670 3.7906 0.0905
H 2.1950 -0.3247 1.3771 0.1075
C 2.7495 -0.1799 -3.0240 -0.1493
C 2.6457 -1.2913 -2.1930 -0.1430
C 1.6298 -1.3556 -1.2393 -0.2331
C 0.6575 -0.3507 -1.0535 -0.2367
C 0.8326 0.7595 -1.9012 -0.2071
C 1.8348 0.8539 -2.8664 -0.1625
H 3.5347 -0.1178 -3.7696 0.0874
H 3.3577 -2.1061 -2.2898 0.0886
H 1.5782 -2.2634 -0.6379 0.0717
H 0.1386 1.5971 -1.8233 0.0536
H 1.9056 1.7363 -3.4977 0.0932
S -1.5148 -3.1478 -1.5452 0.6208
C -1.6279 -2.0891 -2.8607 -0.8448
N -0.5879 -1.8739 -3.6746 0.0368
C -0.5865 -0.9014 -4.7585 -0.1642
C -1.6223 0.1759 -4.4894 -0.1801
C -2.9570 -0.4786 -4.1828 -0.1921
N -2.7850 -1.4696 -3.1340 0.0243
H 0.2963 -2.1949 -3.3092 0.1023
H -0.7960 -1.4047 -5.7092 0.1158
H 0.4114 -0.4706 -4.8118 0.1043
H -1.7163 0.8367 -5.3522 0.1173
H -1.3083 0.7654 -3.6264 0.0647
H -3.3663 -0.9521 -5.0825 0.1186
H -3.6806 0.2581 -3.8351 0.0768
H -3.4930 -1.5755 -2.4243 0.1223
Cl -4.4041 -5.4942 1.7916 0.6616
C -3.1922 -4.4760 2.5039 -0.6346
C -3.0421 -4.4243 3.8748 -0.0868
C -2.0579 -3.5950 4.3785 -0.0499
C -1.2880 -2.8604 3.4959 -0.1477
N -1.4327 -2.9075 2.1719 0.0242
C -2.3845 -3.7053 1.6848 -0.1865
H -3.6830 -5.0081 4.5214 0.1066
H -1.9006 -3.5002 5.4436 0.1069
H -0.5133 -2.2057 3.8681 0.0899
H -2.5368 -3.7138 0.6144 0.0061
C -3.1508 3.1315 -3.0847 -0.3462
As -3.0613 1.9083 -1.5290 1.0698
C -4.9838 1.6120 -1.3301 -0.3173
C -2.8831 3.3432 -0.2123 -0.3189
H -3.7444 4.0133 -2.8390 0.0128
H -3.6038 2.6324 -3.9438 0.0022
H -2.1443 3.4464 -3.3650 0.0098
H -5.5278 2.5548 -1.4109 0.0229
H -5.1425 1.1742 -0.3448 -0.0031
H -5.3455 0.9195 -2.0931 0.0084
H -3.7148 4.0441 -0.3048 0.0229
H -1.9436 3.8715 -0.3860 0.0185
H -2.8674 2.9029 0.7822 -0.0112
```

HOMO level = -5.03 eV
Lowest unoccupied orbital energy = 2.52 eV
Molecular weight = 741.245 g mol⁻¹
Total charge = -1
Relative energy (zero: lowest compared OMol25 entry of this formula, charge and spin) = 0.456 eV

***

[5]
The following is a DFT calculation (the ωB97M-V functional and the def2-TZVPD basis) of C28H40AsCaClN5O5S2 as an isolated structure.

The geometry in XYZ format:
```
83
Properties=species:S:1:pos:R:3:lowdin_charge:R:1
Ca -0.3937 -0.1682 -0.1235 1.1506
O -1.0926 2.0527 1.2180 -0.4069
S -1.2752 2.3640 -0.2205 0.2069
O -1.7413 3.6987 -0.5072 -0.3293
O 0.0484 2.0509 -0.8828 -0.5246
O -2.1868 1.2816 -0.7477 -0.5505
C 3.5471 3.6740 5.0512 -0.0732
C 2.0944 4.1154 5.1664 -0.2099
N 1.1791 3.2055 4.4889 -0.0512
C 0.5467 3.6753 3.2528 -0.1967
C 1.5113 3.8352 2.0896 -0.0634
C 0.8714 2.0560 5.1298 -0.4219
O 1.2517 1.8138 6.2720 0.0465
C 0.0417 1.0377 4.3993 -0.1128
C -1.1323 0.5535 4.9499 0.0024
C -1.8207 -0.4410 4.2776 -0.0456
C -1.2979 -0.9256 3.0889 -0.1402
N -0.1561 -0.4829 2.5582 0.0309
C 0.4875 0.4849 3.2086 -0.1095
H 4.2042 4.3901 5.5490 0.0691
H 3.8464 3.5965 4.0055 0.0680
H 3.6782 2.7012 5.5233 0.0712
H 1.9563 5.1000 4.7171 0.1135
H 1.8095 4.1767 6.2181 0.1141
H 0.0738 4.6373 3.4782 0.1232
H -0.2468 2.9943 2.9611 0.0818
H 2.2784 4.5865 2.2967 0.0659
H 0.9516 4.1420 1.2055 0.0743
H 2.0033 2.8919 1.8475 0.0505
H -1.4926 0.9533 5.8896 0.1221
H -2.7494 -0.8418 4.6610 0.1007
H -1.8051 -1.7109 2.5432 0.0915
H 1.4017 0.8414 2.7504 0.0497
C 1.5519 -5.1004 -1.4149 -0.1411
C 0.7600 -4.4450 -2.3490 -0.1356
C 0.2576 -3.1760 -2.0633 -0.2289
C 0.5006 -2.4776 -0.8650 -0.2527
C 1.2962 -3.1980 0.0491 -0.2032
C 1.8141 -4.4674 -0.2055 -0.1318
H 1.9496 -6.0879 -1.6211 0.0828
H 0.5317 -4.9230 -3.2976 0.0855
H -0.3657 -2.7137 -2.8315 0.0413
H 1.5454 -2.7411 1.0050 0.0521
H 2.4231 -4.9657 0.5433 0.0855
S 2.8450 0.0389 0.7261 0.6165
C 2.9550 -0.1010 -0.9604 -0.8607
N 2.4523 0.8318 -1.7768 0.0220
C 2.4573 0.7048 -3.2236 -0.1653
C 2.3731 -0.7614 -3.6063 -0.1792
C 3.4799 -1.5391 -2.9179 -0.1654
N 3.5746 -1.1592 -1.5119 0.0234
H 1.8453 1.5308 -1.3531 0.0790
H 3.3644 1.1598 -3.6384 0.1195
H 1.5995 1.2638 -3.5986 0.1054
H 2.4539 -0.8833 -4.6878 0.1139
H 1.4096 -1.1540 -3.2832 0.0620
H 4.4405 -1.3597 -3.4121 0.1115
H 3.2648 -2.6079 -2.9605 0.1147
H 3.7749 -1.8853 -0.8433 0.1071
Cl -4.0137 -5.0749 -1.2599 0.6597
C -3.9606 -3.4543 -0.6377 -0.6535
C -5.1246 -2.7260 -0.4794 -0.0976
C -5.0188 -1.4372 0.0151 -0.0512
C -3.7634 -0.9329 0.3151 -0.1432
N -2.6456 -1.6467 0.1573 0.0293
C -2.7384 -2.8910 -0.3080 -0.1558
H -6.0802 -3.1593 -0.7427 0.1057
H -5.8950 -0.8185 0.1511 0.1079
H -3.6313 0.0839 0.6622 0.1066
H -1.8122 -3.4389 -0.4356 0.0929
C -1.0535 -0.6980 -5.1440 -0.3341
As -1.3950 0.0513 -3.3539 1.0797
C -3.2782 -0.4613 -3.2250 -0.3117
C -1.6523 1.9070 -3.9080 -0.2998
H -1.8265 -0.4031 -5.8558 0.0153
H -1.0181 -1.7864 -5.0812 0.0089
H -0.0862 -0.3447 -5.5036 0.0033
H -3.8110 -0.2300 -4.1490 0.0212
H -3.7077 0.1022 -2.3983 0.0076
H -3.3606 -1.5291 -3.0149 0.0113
H -2.4890 1.9885 -4.6040 0.0229
H -0.7452 2.2670 -4.3957 0.0173
H -1.8395 2.5087 -3.0216 0.0016
```

HOMO level = -4.94 eV
Lowest unoccupied orbital energy = 2.40 eV
Molecular weight = 741.245 g mol⁻¹
Total charge = -1
Relative energy (zero: lowest compared OMol25 entry of this formula, charge and spin) = 0.001 eV